ORCA calculation (ωB97M-V with the def2-TZVPD basis set) on a 11-piece molecular cluster, C21H51FN11O21S overall in a non-equilibrium geometry.

The geometry in XYZ format:
```
106
Properties=species:S:1:pos:R:3
C -2.43145 -1.41367 -2.59265
C -1.83999 -1.29494 -1.03211
C -3.21193 -1.16975 -0.08352
C -0.97165 0.09190 -0.99674
C 0.09921 0.22178 0.23518
S 1.36544 1.54318 -0.31480
C -0.53020 0.72972 1.66028
C -0.59888 2.35665 1.85296
F -1.44212 2.64731 3.07247
C 0.93384 -1.18689 0.30205
C -0.08088 -2.47979 0.34335
C -0.77943 -2.67281 1.84542
C 0.90889 -3.81947 0.17945
N -1.06037 -2.56415 -0.79976
O -0.50949 -3.04365 -1.92888
H -3.25096 -0.57195 -2.69546
H -2.90518 -2.46562 -2.80893
H -1.57695 -1.14850 -3.37890
H -3.32340 -2.13539 0.59117
H -3.24508 -0.16770 0.52106
H -4.17045 -1.16650 -0.79425
H -0.41115 0.26917 -2.03551
H -1.75470 0.98116 -0.85042
H 1.82450 1.02185 -1.55685
H -1.59479 0.30079 1.90582
H 0.19465 0.31433 2.51190
H 0.44590 2.86541 2.08363
H -1.17247 2.84067 0.95161
H 1.58356 -1.28224 -0.69052
H 1.69030 -1.13642 1.20507
H -1.60402 -1.87701 2.08117
H 0.10725 -2.45919 2.61509
H -1.10490 -3.78671 2.00442
H 0.20907 -4.75273 0.07928
H 1.69837 -3.69793 -0.67610
H 1.50052 -3.93329 1.20865
C -1.76346 5.61189 2.74742
N -2.67494 6.37374 1.85164
O -2.20018 7.34867 1.25753
O -3.84140 5.97141 1.77024
H -0.77476 6.07502 2.72206
H -2.18226 5.65190 3.75503
H -1.71843 4.58598 2.37635
C -0.20343 -1.55223 6.31847
N 0.18514 -2.85321 5.71009
O -0.69329 -3.48131 5.10784
O 1.36117 -3.20710 5.85438
H -1.26044 -1.36849 6.11442
H -0.02513 -1.62465 7.39329
H 0.41745 -0.77748 5.86407
C 5.11081 -1.01195 0.82877
N 4.55513 -2.20843 0.14080
O 5.08723 -3.29817 0.38204
O 3.60036 -2.01974 -0.62203
H 5.94173 -1.32431 1.46491
H 5.45448 -0.31870 0.05834
H 4.30959 -0.57463 1.42795
C 3.22203 -6.38063 -1.34233
N 2.17770 -7.31043 -0.83391
O 0.99785 -7.00555 -1.04333
O 2.57200 -8.32018 -0.23890
H 2.73441 -5.54068 -1.84169
H 3.80181 -6.03508 -0.48401
H 3.84550 -6.93767 -2.04462
C -4.41145 3.23630 -1.24045
N -4.84689 1.82030 -1.37816
O -4.64676 1.26988 -2.46712
O -5.37736 1.30136 -0.38901
H -3.96423 3.56157 -2.18218
H -5.29639 3.83213 -1.00776
H -3.67981 3.27881 -0.43106
C -0.39817 2.17249 -5.12441
N -0.56996 2.99238 -3.89481
O -1.63016 2.86313 -3.27181
O 0.36450 3.74261 -3.58981
H -1.29257 1.56311 -5.27053
H -0.25852 2.85930 -5.96169
H 0.47987 1.54000 -4.97868
C -1.71334 7.43768 -3.77018
N -2.14878 6.02167 -3.90788
O -1.94865 5.47126 -4.99685
O -2.67925 5.50273 -2.91874
H -1.26612 7.76295 -4.71190
H -2.59828 8.03351 -3.53749
H -0.98169 7.48018 -2.96079
C 3.26435 5.99318 -3.33994
N 2.75033 7.23407 -2.69993
O 1.59183 7.57189 -2.96941
O 3.52452 7.83396 -1.94502
H 2.48123 5.57231 -3.97417
H 4.13746 6.26695 -3.93575
H 3.53030 5.29679 -2.54211
C 3.05874 -2.87533 8.84167
N 2.25719 -1.73122 9.35370
O 1.28163 -1.37765 8.68130
O 2.63010 -1.22041 10.41630
H 2.61871 -3.22378 7.90486
H 4.07758 -2.51762 8.67956
H 3.02966 -3.66256 9.59775
C -0.84503 -6.62282 -4.28969
N 0.29676 -6.93823 -5.18996
O 0.04996 -7.06163 -6.39525
O 1.40862 -7.05302 -4.66109
H -1.75652 -6.55117 -4.88695
H -0.92394 -7.43250 -3.56137
H -0.62720 -5.67017 -3.80264
```

F_max = 3.53 eV/A
Energy = -3509.935849 Eh
Multiplicity = 2
LUMO energy (spin up / spin down) = -0.50 / -0.51 eV

Here are the Mulliken charges for atoms 1 to 99, given in e:
1 C -1.04
2 C 1.02
3 C -1.04
4 C -0.50
5 C 1.14
6 S -0.24
7 C -0.40
8 C -0.28
9 F -0.39
10 C -1.16
11 C 0.93
12 C -1.16
13 C -1.00
14 N 0.76
15 O -0.58
16 H 0.23
17 H 0.39
18 H 0.15
19 H 0.24
20 H 0.15
21 H 0.36
22 H 0.37
23 H -0.69
24 H 0.14
25 H 0.10
26 H 0.12
27 H 0.29
28 H 0.29
29 H 0.25
30 H 0.16
31 H 0.17
32 H 0.10
33 H 0.32
34 H 0.39
35 H 0.10
36 H 0.22
37 C -0.21
38 N 0.88
39 O -0.53
40 O -0.51
41 H 0.29
42 H 0.28
43 H -0.19
44 C -0.77
45 N 0.91
46 O -0.50
47 O -0.58
48 H 0.35
49 H 0.41
50 H 0.23
51 C -0.72
52 N 0.83
53 O -0.53
54 O -0.43
55 H 0.31
56 H 0.29
57 H 0.24
58 C -0.73
59 N 0.91
60 O -0.46
61 O -0.56
62 H 0.21
63 H 0.32
64 H 0.33
65 C -0.55
66 N 0.96
67 O -0.55
68 O -0.55
69 H 0.26
70 H 0.31
71 H 0.13
72 C -0.91
73 N 0.65
74 O -0.28
75 O -0.41
76 H 0.34
77 H 0.33
78 H 0.32
79 C -0.75
80 N 0.84
81 O -0.55
82 O -0.45
83 H 0.29
84 H 0.29
85 H 0.30
86 C -0.62
87 N 0.85
88 O -0.50
89 O -0.52
90 H 0.22
91 H 0.29
92 H 0.27
93 C -0.54
94 N 0.86
95 O -0.56
96 O -0.52
97 H 0.17
98 H 0.27
99 H 0.28